[1]
DFT (ωB97M-V/def2-TZVPD) results for 3 unconnected molecules or ions with the total composition C24H55N2O3P.

Values from the calculation:
SMILES string: CCCCCCCOC(=O)OP(CC)CC.CCN(CC)CC.CCN(CC)CC
HOMO energy, eV: -7.95
F_max, eV Å⁻¹: 3.6
Total energy, Ha: -1623.88814
LUMO energy, eV: 0.6

Geometry as XYZ:
```
85
Properties=species:S:1:pos:R:3:forces:R:3
C -1.6667 -0.0368 1.1377 -0.38 -0.85 -0.35
C -2.9210 0.7250 0.5036 0.15 -0.04 0.25
C -2.7104 2.2897 0.2680 0.20 -0.12 0.77
C -1.3239 2.6935 -0.4189 -0.37 0.34 0.12
C -0.9410 1.8495 -1.7236 -0.15 -0.16 0.09
C 0.4513 1.0642 -1.6367 0.69 0.00 -1.14
C 1.6984 2.0261 -1.2866 -1.75 1.08 -1.69
O 2.9175 1.3094 -0.9860 -0.48 0.02 2.93
C 3.3412 1.4803 0.3360 0.83 1.37 1.56
O 3.3633 2.5342 0.9783 -0.52 -2.55 -2.40
O 3.8638 0.3129 0.9769 -2.63 1.62 -1.80
P 2.6878 -0.4650 1.9666 1.72 -1.39 1.63
C 1.6291 0.7461 2.9498 -1.57 0.28 0.74
C 1.4634 0.0913 4.4373 1.07 -0.03 -0.80
C 1.6554 -1.7342 1.0255 -1.03 -0.78 -0.24
C 1.3553 -2.9493 2.0514 -0.11 0.21 0.47
H -1.7468 -0.1405 2.2675 0.21 0.36 -1.37
H -1.6875 -1.1095 0.7216 0.12 1.45 0.70
H -0.6579 0.3876 0.8458 -1.36 -0.30 0.42
H -3.1921 0.1734 -0.4577 0.25 0.94 1.16
H -3.7925 0.5977 1.2312 1.01 0.14 -1.11
H -3.6144 2.7172 -0.2718 1.17 -0.56 0.45
H -2.7070 2.7783 1.3101 -0.06 -0.60 -1.49
H -0.5255 2.6388 0.4053 -1.00 -0.06 -1.35
H -1.3929 3.7979 -0.7233 0.13 -1.52 0.58
H -0.9602 2.5527 -2.6323 0.30 -1.04 1.30
H -1.7581 1.0729 -1.9450 1.20 1.08 0.39
H 0.4179 0.1247 -0.9923 -0.02 1.46 -0.55
H 0.6627 0.6875 -2.7030 -0.31 0.31 1.55
H 1.3848 2.7984 -0.5207 0.85 -1.12 -0.55
H 1.8997 2.6107 -2.2563 -0.15 -0.76 1.47
H 0.5609 0.8331 2.5473 1.60 0.29 0.27
H 2.1099 1.7625 3.1253 -0.61 -1.34 -0.87
H 0.4433 0.2916 4.8898 1.27 -0.32 -0.65
H 1.7083 -1.0167 4.3364 -0.63 1.34 0.53
H 2.2822 0.5547 5.0739 -1.13 -0.71 -0.56
H 0.6487 -1.3688 0.6505 1.31 -0.43 0.17
H 2.2638 -2.1946 0.1757 -0.70 1.02 1.02
H 0.6716 -2.6152 2.9124 0.92 -0.42 -1.32
H 0.8497 -3.8323 1.5328 0.64 1.34 0.52
H 2.3101 -3.3290 2.5337 -1.06 0.54 -0.68
C 8.7275 -0.1192 -5.4618 -0.04 0.04 -0.06
C 7.8510 0.0186 -4.2224 0.01 0.04 -0.18
N 7.2120 1.3224 -4.0877 0.01 0.26 0.21
C 6.5831 1.5189 -2.7828 0.19 -0.02 0.10
C 5.4000 0.6212 -2.4216 -0.05 0.02 0.07
C 6.4232 1.7726 -5.2287 0.24 -0.02 -0.24
C 5.2557 0.8929 -5.6779 -0.27 0.05 -0.15
H 9.5051 0.6484 -5.4827 -0.10 0.01 -0.01
H 9.2194 -1.0954 -5.4583 -0.05 0.06 0.03
H 8.1470 -0.0541 -6.3848 0.05 0.02 0.03
H 8.4976 -0.1458 -3.3542 -0.21 0.15 0.10
H 7.1155 -0.7964 -4.2227 -0.01 -0.14 0.01
H 6.2734 2.5660 -2.6872 0.03 -0.06 -0.20
H 7.3536 1.3863 -2.0148 0.08 -0.07 -0.15
H 4.4899 0.9258 -2.9368 0.05 -0.11 0.01
H 5.1963 0.6987 -1.3518 0.13 -0.06 -0.14
H 5.5904 -0.4320 -2.6385 0.03 0.05 -0.02
H 7.0977 1.9025 -6.0816 0.05 -0.10 0.11
H 6.0478 2.7827 -5.0322 0.08 -0.10 0.23
H 5.5068 -0.1697 -5.6823 0.02 0.04 0.03
H 4.9643 1.1620 -6.6978 0.03 -0.02 0.05
H 4.3762 1.0400 -5.0506 0.04 -0.14 0.01
C -5.1231 -2.6631 1.7015 -0.03 0.03 -0.07
C -6.0030 -2.5138 2.9365 0.01 0.02 -0.17
N -6.6367 -1.2060 3.0598 0.02 0.26 0.24
C -7.2693 -0.9978 4.3607 0.20 0.03 0.10
C -8.4580 -1.8878 4.7237 -0.23 0.02 0.17
C -7.4192 -0.7600 1.9122 0.22 -0.01 -0.26
C -8.5887 -1.6375 1.4643 -0.26 0.05 -0.14
H -4.3421 -1.8985 1.6787 -0.09 0.01 -0.01
H -4.6349 -3.6411 1.7123 -0.05 0.06 0.03
H -5.7002 -2.6013 0.7761 0.05 0.02 0.03
H -5.3602 -2.6756 3.8082 -0.20 0.15 0.10
H -6.7419 -3.3256 2.9390 0.00 -0.14 0.00
H -7.5745 0.0513 4.4477 0.03 -0.07 -0.20
H -6.5022 -1.1287 5.1323 0.08 -0.08 -0.15
H -9.3656 -1.5827 4.2026 0.03 -0.10 -0.02
H -8.6661 -1.8017 5.7945 0.04 0.00 -0.06
H -8.2717 -2.9430 4.5146 0.01 0.06 -0.02
H -6.7405 -0.6391 1.0611 0.06 -0.10 0.11
H -7.7907 0.2531 2.1002 0.08 -0.10 0.23
H -8.3424 -2.7012 1.4683 0.02 0.04 0.03
H -8.8747 -1.3741 0.4416 0.03 -0.02 0.06
H -9.4700 -1.4821 2.0869 0.04 -0.13 0.00
```
Positions in Å, forces in eV/Å.

---

[2]
DFT (ωB97M-V/def2-TZVPD) results for 3 unconnected molecules or ions with the total composition C24H55N4O3Si.

Values from the calculation:
Net charge: +1
HOMO energy, eV: -9.37
F_max, eV Å⁻¹: 0.7
Total energy, Ha: -1681.47815
LUMO energy, eV: -2.6

Geometry as XYZ:
```
87
Properties=species:S:1:pos:R:3:forces:R:3
C -4.4469 -0.6081 2.2566 -0.06 0.05 -0.10
C -5.2671 0.0318 1.1254 -0.19 0.04 0.53
O -4.7479 -0.2096 -0.1761 -0.07 -0.09 -0.28
C -3.8174 0.7396 -0.6677 0.00 -0.05 -0.15
C -2.4485 0.1045 -0.8104 0.03 0.14 0.19
O -2.2941 -0.3888 -2.1693 0.26 0.02 -0.04
C -2.1971 -1.7019 -2.2809 -0.58 0.27 0.33
N -3.2261 -2.5409 -1.8724 -0.23 -0.06 0.07
C -2.8915 -3.7925 -2.1339 -0.06 -0.31 0.01
N -1.6932 -3.7770 -2.6968 0.07 0.03 -0.05
C -1.2224 -2.4748 -2.7965 0.53 -0.10 -0.32
C 0.1061 -2.0962 -3.3460 0.08 -0.27 0.00
C 1.2807 -2.4751 -2.4209 -0.14 0.14 0.04
O 1.6676 -1.3450 -1.6756 -0.03 -0.23 0.04
Si 3.2852 -0.9273 -1.5573 0.49 0.34 0.09
C 3.4609 0.3266 -0.1936 -0.16 -0.01 -0.06
C 4.3673 -2.3847 -1.1371 0.05 0.08 -0.03
C 3.9221 -0.2008 -3.1677 -0.01 -0.29 0.03
H -3.5715 -1.1112 1.8466 0.05 0.00 0.07
H -5.0330 -1.3486 2.7982 0.02 -0.05 -0.03
H -4.1180 0.1318 2.9843 0.10 0.00 -0.03
H -5.3583 1.1077 1.2935 0.02 0.03 -0.14
H -6.2811 -0.3661 1.1407 0.02 -0.02 -0.19
H -3.7749 1.6435 -0.0570 -0.04 -0.12 0.20
H -4.1447 1.0384 -1.6673 0.00 0.10 0.05
H -2.3711 -0.7365 -0.1221 0.10 0.04 0.06
H -1.6240 0.7877 -0.6124 -0.03 0.07 -0.20
H -4.0916 -2.2397 -1.4360 0.01 0.17 0.07
H -3.4795 -4.6706 -1.9269 -0.01 0.05 0.00
H -1.2002 -4.5976 -3.0125 0.01 -0.02 0.00
H 0.2459 -2.5512 -4.3293 -0.08 0.02 -0.02
H 0.1127 -1.0151 -3.4745 0.04 -0.01 -0.07
H 2.0971 -2.8843 -3.0239 0.06 0.12 -0.02
H 0.9760 -3.2678 -1.7271 0.02 -0.05 -0.03
H 4.3084 0.9736 -0.4290 0.02 -0.01 0.08
H 2.5841 0.9653 -0.0817 -0.02 0.00 0.01
H 3.6640 -0.1629 0.7593 -0.05 0.05 0.05
H 5.3883 -1.9879 -1.1428 0.02 -0.05 0.01
H 4.1879 -2.7750 -0.1345 -0.07 -0.10 -0.05
H 4.3467 -3.1927 -1.8695 -0.05 -0.07 0.05
H 4.5339 0.6728 -2.9367 -0.07 0.06 -0.08
H 3.1472 0.0857 -3.8784 -0.02 0.10 0.03
H 4.5815 -0.9188 -3.6608 -0.04 0.01 -0.08
C 7.6219 -0.6933 1.1685 -0.05 0.11 0.00
C 9.1124 -0.9195 1.3646 -0.02 -0.01 -0.06
N 9.4365 -2.2969 1.6871 0.01 0.03 -0.02
C 10.8023 -2.4767 2.1500 0.08 -0.02 0.11
C 11.9440 -2.1881 1.1681 0.01 -0.04 0.02
C 8.9428 -3.2921 0.7514 -0.08 -0.08 -0.06
C 9.3697 -3.1743 -0.7187 -0.01 -0.06 0.01
H 7.0576 -1.0333 2.0383 0.01 -0.05 -0.01
H 7.4271 0.3716 1.0308 0.00 0.00 0.00
H 7.2417 -1.2098 0.2857 0.01 -0.01 0.00
H 9.4536 -0.3027 2.1999 0.03 -0.01 0.01
H 9.6441 -0.5491 0.4731 -0.01 0.00 0.01
H 10.8972 -3.5014 2.5185 -0.02 -0.01 -0.02
H 10.9292 -1.8333 3.0257 -0.03 0.03 -0.02
H 12.0468 -2.9689 0.4155 -0.03 0.02 -0.02
H 12.8884 -2.1374 1.7123 0.00 0.00 0.00
H 11.8107 -1.2342 0.6565 -0.01 0.01 0.01
H 7.8503 -3.2781 0.7913 0.00 0.04 0.01
H 9.2308 -4.2730 1.1367 0.04 0.01 0.00
H 9.2975 -2.1474 -1.0807 -0.02 0.01 0.00
H 8.7159 -3.7886 -1.3415 0.00 -0.01 0.00
H 10.3893 -3.5181 -0.8834 0.02 0.06 0.01
C -8.0486 2.9911 -0.5881 0.02 -0.04 -0.05
C -8.9492 4.0322 0.0573 0.05 0.02 -0.01
N -9.1871 3.7754 1.4664 0.02 0.01 -0.03
C -10.2569 4.5833 2.0291 -0.14 0.01 0.04
C -10.0588 6.1020 2.0951 -0.01 -0.01 0.04
C -7.9989 3.6303 2.2877 0.10 -0.04 0.06
C -6.9941 4.7908 2.3164 0.00 -0.03 0.05
H -8.4441 1.9866 -0.4281 0.01 0.00 0.03
H -7.9853 3.1671 -1.6626 -0.01 0.01 0.00
H -7.0328 3.0305 -0.1897 0.01 0.00 -0.01
H -9.9212 4.0126 -0.4418 -0.02 0.02 0.02
H -8.5261 5.0314 -0.1342 0.00 -0.01 0.00
H -10.4677 4.2052 3.0328 0.03 -0.01 0.01
H -11.1550 4.3771 1.4396 0.03 0.00 -0.04
H -9.3631 6.3927 2.8814 0.03 -0.01 -0.03
H -11.0127 6.5843 2.3136 0.00 0.00 0.00
H -9.6971 6.5079 1.1497 0.00 -0.01 -0.01
H -7.4714 2.7300 1.9577 -0.02 0.00 -0.03
H -8.3307 3.4107 3.3052 -0.02 0.04 0.00
H -6.7998 5.1835 1.3171 0.00 -0.01 -0.01
H -6.0418 4.4443 2.7242 0.00 0.00 0.01
H -7.3313 5.6149 2.9421 -0.02 0.03 -0.05
```
Positions in Å, forces in eV/Å.